(1)
DFT (ωB97M-V/def2-TZVPD) results for a structure of composition C32H51N2O8PRuS3Si.

Geometry as XYZ:
```
99
Properties=species:S:1:pos:R:3:forces:R:3
Ru 0.3627 0.5156 -0.4642 0.032 -0.117 -0.007
O 0.1158 -0.0554 4.0707 0.074 -0.009 0.122
C 1.4250 -0.2233 4.3388 -0.111 0.016 0.086
C 1.7721 -0.5338 5.6566 0.001 0.018 -0.043
C 3.0925 -0.7268 6.0055 0.006 -0.012 0.014
C 4.1002 -0.6144 5.0495 -0.039 -0.003 0.014
C 3.7584 -0.3062 3.7481 -0.007 -0.008 -0.020
C 2.4296 -0.1043 3.3686 0.086 0.066 -0.124
C 2.0957 0.1929 1.9487 0.295 -0.013 0.083
O 0.8383 0.2304 1.6382 -0.137 0.023 -0.144
N 3.0829 0.3628 1.1123 -0.337 -0.029 -0.044
N 2.6006 0.5081 -0.1859 0.544 -0.110 -0.079
C 3.4701 0.2782 -1.1039 -0.332 0.139 -0.066
C 3.2117 0.1935 -2.5303 0.066 0.008 0.190
C 4.3025 -0.1607 -3.3396 -0.142 0.023 -0.082
C 4.1691 -0.3458 -4.6996 -0.003 0.023 0.131
C 2.9083 -0.1769 -5.2733 -0.072 0.000 -0.079
C 1.8179 0.1732 -4.5072 0.116 -0.026 -0.010
C 1.9351 0.3683 -3.1183 0.028 0.011 -0.130
O 0.8663 0.7148 -2.4468 0.055 -0.109 0.243
H 0.0519 0.1098 3.1032 -0.026 -0.007 -0.066
H 0.9737 -0.6218 6.3811 -0.005 -0.007 0.019
H 3.3419 -0.9722 7.0308 0.002 -0.002 0.008
H 5.1361 -0.7707 5.3194 0.005 -0.003 0.007
H 4.5166 -0.2201 2.9824 -0.004 0.006 -0.023
H 4.4880 0.0594 -0.7867 0.017 0.001 0.097
H 5.2659 -0.3016 -2.8641 0.025 0.000 0.009
H 5.0198 -0.6251 -5.3056 0.014 -0.006 -0.008
H 2.7793 -0.3293 -6.3387 -0.002 0.005 0.001
H 0.8369 0.2990 -4.9458 -0.010 -0.002 -0.008
C -4.0877 0.0892 -1.2658 -0.039 -0.070 0.001
C -3.1342 -0.1597 -0.1065 0.090 0.009 -0.049
C -2.4781 -1.5169 -0.2268 -0.067 -0.118 -0.014
C -3.8573 -0.0384 1.2271 -0.016 -0.067 0.011
O -2.0393 0.8100 -0.1845 0.055 0.091 0.079
Si -2.0446 2.4763 0.0270 -0.251 -0.175 -0.045
S -0.0491 2.9560 -0.1240 0.167 0.093 -0.017
O -3.0453 3.1905 -1.0609 0.038 0.050 -0.019
C -2.8537 3.6284 -2.4167 -0.019 0.008 0.012
C -2.0411 2.6199 -3.2199 -0.013 -0.029 -0.003
C -2.1621 4.9871 -2.3926 -0.017 -0.001 -0.008
C -4.2568 3.7570 -2.9975 0.008 0.027 -0.005
O -2.7482 2.7231 1.4778 0.014 0.026 0.009
C -3.2135 3.9200 2.1081 -0.001 -0.011 0.033
C -3.1506 3.6446 3.6050 -0.018 0.007 -0.008
C -2.3259 5.1063 1.7500 0.006 0.023 0.008
C -4.6517 4.1679 1.6653 -0.014 0.004 0.022
H -4.8969 -0.6429 -1.2293 0.003 -0.004 0.002
H -3.5677 -0.0284 -2.2172 0.003 0.000 0.005
H -4.5190 1.0885 -1.2158 0.005 0.029 0.008
H -3.2277 -2.3077 -0.1793 0.013 0.011 -0.006
H -1.7686 -1.6968 0.5823 -0.011 0.040 0.017
H -1.9407 -1.6296 -1.1707 -0.006 0.045 0.006
H -4.5510 -0.8764 1.3189 -0.004 0.006 0.008
H -4.4168 0.8913 1.3043 0.001 0.031 -0.010
H -3.1493 -0.0851 2.0540 0.028 0.005 0.004
H -1.0264 2.5226 -2.8363 0.031 0.003 0.019
H -1.9827 2.9382 -4.2629 0.000 0.023 -0.001
H -2.5167 1.6391 -3.1927 0.006 0.008 0.004
H -1.1781 4.9038 -1.9318 0.009 -0.014 0.011
H -2.7613 5.7009 -1.8236 -0.002 0.004 0.009
H -2.0393 5.3708 -3.4070 -0.008 -0.005 -0.023
H -4.7506 2.7851 -3.0195 0.002 -0.022 0.014
H -4.2158 4.1475 -4.0157 0.010 0.005 -0.016
H -4.8537 4.4361 -2.3868 -0.007 0.006 0.009
H -2.1231 3.4436 3.9075 0.023 -0.008 -0.008
H -3.7555 2.7703 3.8473 -0.004 -0.016 -0.001
H -3.5258 4.4985 4.1718 -0.007 0.022 0.000
H -1.2887 4.9001 2.0132 0.016 -0.011 0.005
H -2.6552 5.9980 2.2872 -0.014 -0.007 0.016
H -2.3731 5.3195 0.6812 0.003 -0.012 -0.045
H -5.2809 3.3224 1.9482 -0.002 -0.017 -0.004
H -4.6972 4.2874 0.5836 0.013 0.002 -0.029
H -5.0496 5.0674 2.1395 0.005 0.010 0.012
C 3.4748 -4.5055 2.3286 0.029 0.017 0.029
C 2.2821 -3.7615 1.7641 0.023 0.046 -0.015
C 1.1914 -3.5402 2.7938 0.002 -0.022 0.019
O 1.8185 -4.5475 0.6490 -0.077 -0.008 -0.030
P 0.6852 -4.0409 -0.3985 0.293 -0.039 0.188
S -1.0936 -4.6258 0.0700 -0.178 -0.026 0.003
S 1.1341 -2.0967 -0.6938 -0.239 0.172 -0.257
O 1.1741 -4.8461 -1.7003 0.008 0.044 -0.018
C 2.4970 -4.6255 -2.2346 0.012 -0.013 -0.005
C 3.1773 -5.9782 -2.3133 0.005 0.000 0.001
C 2.3662 -3.9386 -3.5798 0.017 -0.016 0.015
H 3.9168 -3.9336 3.1464 -0.008 0.024 0.005
H 4.2329 -4.6546 1.5591 0.003 -0.001 -0.020
H 3.1727 -5.4818 2.7115 -0.028 -0.017 -0.007
H 2.6045 -2.7912 1.3715 0.001 -0.033 0.023
H 0.8292 -4.4939 3.1828 -0.003 -0.020 -0.014
H 0.3455 -3.0085 2.3587 -0.007 0.026 -0.010
H 1.5861 -2.9427 3.6192 0.006 -0.029 -0.006
H 3.0497 -3.9776 -1.5490 -0.003 -0.004 -0.022
H 2.6235 -6.6403 -2.9815 -0.018 -0.004 0.000
H 3.2166 -6.4352 -1.3251 -0.002 -0.002 0.014
H 4.1949 -5.8730 -2.6949 0.007 0.019 -0.007
H 1.7768 -4.5561 -4.2606 -0.017 -0.010 0.003
H 3.3521 -3.7760 -4.0208 0.017 0.006 0.005
H 1.8775 -2.9723 -3.4619 -0.012 0.014 0.002
```
Positions in Å, forces in eV/Å.

Output
* F_max: 0.56 eV/A
* multiplicity: 6
* HOMO level (alpha / beta): -5.144 / -5.241 eV
* energy above the lowest of the compared OMol25 structures with the same formula, charge and spin: 70.4 kJ/mol
* HOMO-LUMO gap (alpha / beta): 7.5616 / 6.1302 eV
* ⟨S²⟩: 8.76
* net charge: -1

(2)
DFT (ωB97M-V/def2-TZVPD) results for a structure of composition C7H17Cl3N2O4SrY in a non-equilibrium geometry.

Geometry as XYZ:
```
35
Properties=species:S:1:pos:R:3:forces:R:3
Sr 0.5598 -1.0067 -3.8435 0.474 -0.462 1.460
Y 3.6378 0.2132 -2.1148 -1.862 -1.035 -1.250
O 1.4418 0.3253 -1.9842 0.669 0.065 -0.306
H 0.6104 0.5335 -1.5153 0.807 0.178 0.021
O 3.0804 -1.2120 -3.7913 -0.632 0.984 0.173
H 3.2417 -1.4821 -4.7163 0.656 0.215 0.843
C 1.3794 2.7205 2.7421 0.156 1.144 0.918
O 1.5084 3.3629 3.7581 0.467 -0.428 0.076
N 0.3773 2.9237 1.8816 -0.499 0.029 -0.862
C 0.1863 2.0144 0.7948 -0.569 -0.086 -0.652
C -0.6821 3.9297 2.0682 -0.107 -0.824 -0.681
H 2.0928 1.9704 2.3672 0.160 -0.253 0.237
H 1.0266 1.3684 0.5404 0.421 0.101 0.649
H -0.0088 2.5469 -0.1361 -0.234 0.271 -0.069
H -0.6642 1.3590 0.9825 -0.226 -0.115 -0.030
H -1.6362 3.4032 2.0917 -0.156 -0.094 0.642
H -0.5326 4.5622 2.9431 0.161 -0.250 -0.243
H -0.7855 4.4801 1.1331 0.425 0.533 0.116
C 0.4922 -2.2590 -0.4226 -0.385 -0.345 2.573
O 0.3184 -2.3707 -1.6331 -0.479 -0.148 -1.613
N -0.0571 -3.0211 0.5577 -1.017 0.383 -4.122
C 0.3125 -2.9658 1.9144 0.304 -0.722 1.138
C -0.9699 -4.1286 0.1588 0.852 -0.660 0.053
H 1.1212 -1.4399 -0.0410 0.027 -0.165 0.163
H 0.8979 -3.8730 2.0640 0.580 0.282 0.603
H -0.5643 -3.1159 2.5444 -0.061 0.470 0.017
H 0.8333 -2.0397 2.1577 0.064 -0.239 0.085
H -1.4496 -3.9826 -0.8091 -0.274 0.601 0.451
H -0.4208 -5.0558 -0.0055 0.590 0.029 0.054
H -1.6195 -4.4140 0.9861 -0.357 0.677 -0.202
C -2.7910 1.2772 -2.2675 -1.298 0.669 1.127
Cl -2.1920 0.0151 -1.1880 0.231 -0.427 0.174
Cl -1.4740 2.3285 -2.7141 0.440 -0.069 -0.739
Cl -4.0214 2.3113 -1.4179 0.652 -0.990 -0.682
H -3.2490 0.7215 -3.0858 0.021 0.683 -0.123
```
Positions in Å, forces in eV/Å.

Output
* F_max: 4.26 eV/A
* multiplicity: 2
* HOMO level (alpha / beta): -13.238 / -13.589 eV
* HOMO-LUMO gap (alpha / beta): 6.1800 / 6.3028 eV
* ⟨S²⟩: 0.75
* net charge: +2

(3)
DFT (ωB97M-V/def2-TZVPD) results for a structure of composition C16H10BrCl5Gd in a non-equilibrium geometry.

Geometry as XYZ:
```
33
Properties=species:S:1:pos:R:3:forces:R:3
C -0.8228 1.8172 -2.6746 -0.485 0.478 -0.331
C 0.3727 2.2363 -2.0724 0.232 -0.092 -0.343
C 1.2153 1.1064 -1.9646 0.290 0.211 -0.718
H 0.6270 3.2405 -1.7353 -0.131 -0.338 -0.133
C 0.4983 -0.0294 -2.4680 0.087 0.372 -0.133
C -0.7713 0.4293 -2.8819 -0.002 -0.149 -0.276
H -1.5577 -0.2110 -3.2944 0.306 0.382 0.185
H -1.6558 2.4813 -2.9368 0.344 -0.449 0.281
H 2.1610 1.1227 -1.4399 -0.158 0.114 -0.351
H 0.7906 -1.0705 -2.4339 0.041 0.220 -0.240
Gd -0.2396 0.4885 -0.0925 -1.668 0.583 0.057
Br 1.0397 2.3026 1.3674 0.573 0.593 0.525
C -2.4207 0.4499 1.2869 -0.174 0.489 0.328
C -2.8850 -0.1469 0.0844 0.140 0.339 0.022
C -3.1203 0.9035 -0.8333 -0.098 0.220 -0.136
H -2.9885 -1.2122 -0.1068 -0.208 0.188 0.096
C -2.7540 2.1300 -0.2319 -0.005 -0.734 0.465
C -2.3042 1.8557 1.0881 -0.594 -0.830 -0.536
H -1.9204 2.5747 1.7879 -0.012 0.040 0.138
H -2.0579 -0.0792 2.1517 -0.701 0.286 -0.314
H -3.5142 0.7842 -1.8457 0.274 0.042 0.372
H -2.7866 3.1105 -0.6800 -0.018 -0.007 -0.109
Cl 2.9032 -1.0981 -1.1938 0.311 -0.389 0.187
C 2.3813 -1.5816 0.3906 0.265 -0.654 0.703
C 1.1936 -1.1735 0.9858 -0.153 0.089 -0.036
C 0.9235 -1.5909 2.2898 0.939 -0.581 -0.236
Cl -0.4455 -1.0095 3.1884 0.507 -0.268 0.213
C 1.7610 -2.4846 2.9643 0.943 -0.134 -0.729
Cl 1.3905 -3.0667 4.5414 0.031 -0.047 0.094
C 2.9562 -2.9144 2.3314 -0.849 0.954 -0.799
Cl 4.0145 -3.9909 3.1131 0.317 -0.383 0.354
C 3.2765 -2.4352 1.0355 -0.475 -0.407 1.247
Cl 4.7397 -2.9385 0.2790 0.132 -0.137 0.154
```
Positions in Å, forces in eV/Å.

Output
* F_max: 1.77 eV/A
* multiplicity: 8
* HOMO level (alpha / beta): -4.287 / -4.421 eV
* HOMO-LUMO gap (alpha / beta): 6.4525 / 6.8742 eV
* ⟨S²⟩: 15.92
* net charge: -1

Molar mass / g mol⁻¹: 848.1 476.1 616.7